Below is a molecular structure, C3H6FNS, with properties calculated with ωB97M-V/def2-TZVPD.

Geometry (Å):
C  1.30224  0.36820  0.44771
C  0.15921  0.38507  -0.53702
C  -0.52745  -0.86327  -0.61593
H  1.96915  -0.51313  -0.11561
H  1.81510  1.34905  0.23238
H  1.14441  -0.09182  1.73668
H  0.79764  0.36753  -1.39434
H  -0.15353  -1.57264  -1.38329
H  -1.70265  0.62590  1.25255
N  -1.74934  -1.20479  -0.21074
F  -0.41767  1.57134  -0.39044
S  -2.63711  -0.42144  0.97804

Properties
Energy above the lowest of the compared OMol25 structures with the same formula, charge and spin   361.1 kJ/mol
Gap between HOMO and LUMO   9.35 eV
Calculated total energy   -18247.590 eV
F_max   0.1279 Eh/bohr

***

Below is a molecular structure, C23H22Br2N3OPPd, with properties calculated with ωB97M-V/def2-TZVPD.

Geometry (Å):
Pd  0.82409  1.04900  0.08823
Br  -2.06058  1.31986  -1.90964
C  -0.12089  4.44800  -0.29649
Br  1.32233  3.52014  0.42073
H  -0.60322  5.16709  0.34210
H  -0.36867  4.24732  -1.32416
N  0.52228  -0.86757  -0.28546
P  -1.39894  1.04458  0.16045
C  -2.15352  2.39298  1.09970
C  -3.36548  2.97319  0.73433
C  -3.92301  3.96059  1.53098
C  -3.28421  4.36121  2.69729
C  -2.08544  3.77214  3.07421
C  -1.51792  2.79122  2.27540
C  -2.24967  -0.44303  0.73189
C  -2.58145  -0.53671  2.08202
C  -3.17785  -1.69146  2.56814
C  -3.45262  -2.74463  1.70985
C  -3.12603  -2.64974  0.36263
C  -2.51864  -1.50654  -0.12780
C  0.99893  -1.37564  -1.45679
C  1.16607  -2.76595  -1.63796
C  1.62738  -3.22191  -2.84878
C  1.91459  -2.31039  -3.86694
C  1.70638  -0.97302  -3.60035
N  1.26888  -0.49793  -2.43038
H  0.45344  -1.51803  0.48278
H  -3.86868  2.66344  -0.17202
H  -4.86012  4.41671  1.24158
H  -3.72418  5.13262  3.31525
H  -1.59009  4.07829  3.98595
H  -0.57638  2.33897  2.56452
H  -2.39204  0.28868  2.75616
H  -3.43890  -1.75903  3.61562
H  -3.92863  -3.63948  2.08823
H  -3.34577  -3.46865  -0.30917
H  -2.25502  -1.44128  -1.17474
H  0.93052  -3.45006  -0.83202
H  1.76182  -4.28429  -3.01033
H  2.26889  -2.63310  -4.83508
H  1.90249  -0.22537  -4.36241
O  2.91493  0.97632  0.00319
N  3.50134  -0.19532  -0.21920
C  3.51926  -1.13604  0.73873
C  4.14649  -2.33956  0.51208
C  4.76226  -2.57033  -0.71109
C  4.73392  -1.57908  -1.67654
C  4.08964  -0.39040  -1.40802
H  3.01777  -0.86111  1.65398
H  4.15248  -3.08258  1.29597
H  5.26044  -3.51006  -0.90344
H  5.19794  -1.71217  -2.64247
H  4.00340  0.43810  -2.09071

Properties
Multiplicity   2
Energy above the lowest of the compared OMol25 structures with the same formula, charge and spin   212.8 kJ/mol
Gap between HOMO and LUMO (alpha / beta)   7.18 / 6.80 eV
Total charge   +1
Calculated total energy   -183571.874 eV
Expectation value of S²   0.755
F_max   0.0033 Eh/bohr